# 1
Computed, not measured: a structure of composition C52H36Br3CoF3NO5S2 at a distorted geometry, with ωB97M-V/def2-TZVPD.

```
103
Properties=species:S:1:pos:R:3:mulliken_charge:R:1
C -3.02398 3.29564 -1.18023 -1.06
C -1.64689 0.74575 3.07742 -1.07
C -0.71279 0.90510 2.03580 0.48
C -0.07513 1.80026 4.58351 0.93
C -1.02120 -4.84232 -3.93446 0.30
C -2.42117 -5.02160 -3.99733 -0.93
C -2.34667 1.27325 -0.11669 -0.22
H -6.36331 3.43803 -1.54230 0.43
C -2.01287 2.42808 -0.80323 0.07
C 2.32769 4.72836 -1.33531 -0.73
H -2.84708 -5.63252 -4.78205 0.36
O -1.57187 -1.14734 0.58743 -0.78
F 0.00364 -5.02053 0.36526 -0.28
H -4.11194 -3.44193 -0.49503 0.44
C -0.76302 -3.91063 0.56096 0.50
H 2.85855 2.57079 3.01447 0.58
H -2.58853 0.25902 2.88090 0.53
H -0.43691 2.12802 6.68216 0.46
C -3.22069 -4.39767 -3.08734 -1.40
H -5.14742 4.55651 -2.16162 0.35
C 3.76771 -1.54613 4.85894 -1.03
C 0.28378 2.23385 5.88236 -0.95
C 1.70690 -4.22467 -3.64874 -0.30
C -0.70368 1.82600 -3.86555 0.49
H -3.21057 -0.11407 -2.78356 0.33
H -4.53156 1.82033 -3.58288 0.52
F -2.07304 -4.33520 0.46655 -0.24
C 1.29812 3.82986 0.64783 -0.75
H -3.90133 0.01634 0.64945 0.42
H -3.36524 3.76965 -4.58194 0.48
H -5.66826 4.65755 -0.48332 0.38
O 1.12989 -3.02188 -1.67844 0.13
H 3.48696 0.95075 -2.18228 0.50
C 1.96295 0.18349 0.72616 0.51
C 2.67142 -1.41457 4.01780 -0.24
C 2.45596 2.88705 5.07865 -1.01
O 1.36485 -2.32711 0.60132 -0.93
C 6.22012 -1.93525 5.24696 -1.46
C 2.96526 1.07348 -1.24337 -1.27
H 4.22859 -1.90183 1.04450 0.48
Br -0.61536 -6.39923 -6.32351 -0.25
H -2.77467 4.19288 -1.72930 0.46
H 3.43208 3.30015 5.28331 0.46
H 1.68815 -1.21500 4.41793 0.51
H 2.89654 -1.01959 -0.80545 0.63
C 0.51417 1.46395 2.23650 0.15
C -0.06382 -5.32409 -4.86207 -0.02
C -4.35661 3.00966 -0.89908 1.03
H -4.29528 -4.49269 -3.13740 0.56
C 1.49787 1.40438 1.12127 -0.29
C 2.55205 2.37063 -0.85452 0.33
C -2.80385 2.92023 -4.22070 -0.80
C -5.44395 3.96556 -1.29767 -1.84
S -1.00045 0.24118 0.39533 1.23
H 6.91184 -1.10670 5.09173 0.31
C 2.81051 3.49838 -1.67046 -0.67
C -2.71743 0.74192 -3.22443 -0.05
H -0.98231 2.64159 -1.04721 0.50
H 0.70314 3.95664 1.54195 0.55
H 3.38764 3.36120 -2.57368 0.62
H -5.69751 1.57633 -0.04128 0.40
C 1.80008 2.54280 0.32971 0.95
C -3.45566 1.82624 -3.66901 -0.60
C -1.42055 2.92816 -4.30136 -0.70
Br 1.19148 1.91389 -3.90348 0.00
C 4.10580 -1.79799 2.11196 -0.35
H 5.92590 -1.93666 6.29451 0.36
H -2.99153 -2.06796 -0.58899 -0.34
H 1.16451 5.86988 0.08364 0.47
C -3.66563 0.94727 0.15660 -0.44
C -3.55603 -2.79549 -1.17451 -1.18
C -1.33276 1.19447 4.32501 -1.50
H 6.15857 -2.15566 2.55595 0.42
H -4.27705 -2.26229 -1.79510 0.56
C 0.86103 1.93771 3.53379 0.91
H 2.52412 5.57944 -1.97060 0.43
C 1.51612 2.76464 6.12424 -0.70
C -0.54118 -4.06597 -2.87332 0.11
C -0.60303 -0.57048 -3.01335 -0.64
Br 3.53521 -3.76996 -3.52328 -0.21
C 5.18100 -1.94026 2.96365 -0.95
H 1.78009 3.08894 7.12030 0.42
C 2.85215 -1.53072 2.65220 0.01
S 1.42709 -1.24290 1.65040 1.25
O -0.00968 -1.18221 -3.88911 -0.69
H 3.63455 -1.45120 5.92727 0.32
C 2.66835 -0.01522 -0.47800 -0.59
C -1.33192 0.71417 -3.34094 0.23
O -0.74643 -0.88023 -1.79280 1.43
H -2.03500 1.08359 5.13972 0.44
C 1.55614 4.89376 -0.16462 -0.92
F -0.61119 -3.59048 1.87882 -0.19
C 0.83012 -3.75214 -2.69684 0.15
C 1.26167 -5.00873 -4.72348 -0.35
H -0.89610 3.78227 -4.70516 0.45
C 5.02877 -1.80599 4.34575 1.09
C -2.66231 -3.59160 -2.06645 1.45
N -1.36020 -3.48581 -1.95277 0.58
H 1.98011 -5.35559 -5.45189 0.43
H 6.76470 -2.85592 5.04397 0.36
C -4.66329 1.82247 -0.23866 -1.16
Co -0.33594 -2.49099 -0.66249 0.49
C 2.13800 2.48349 3.81469 -0.61
```

- LUMO level (alpha / beta): -0.01165 / -0.01165 Eh
- Energy above the lowest of the compared OMol25 structures with the same formula, charge and spin: 22.4 kcal/mol
- Orbital gap (alpha / beta): 6.890 / 6.886 eV
- Total energy: -343814.4244 eV

---

# 2
Computed, not measured: the molecule C3H2ClN3O2 at a distorted geometry, with ωB97M-V/def2-TZVPD.

```
11
Properties=species:S:1:pos:R:3:mulliken_charge:R:1
O -0.29435 1.74495 1.37343 -0.38
C 0.77349 0.00521 0.02219 0.19
H 0.33575 -0.20290 -0.96390 0.24
C -0.38700 0.71219 0.80578 -0.06
N 2.41000 -1.33532 0.65161 -0.29
N 2.07807 0.67116 -0.20887 0.52
Cl 4.67451 0.01672 0.03021 -0.12
C 3.01805 -0.23748 0.14259 0.43
H -1.28162 0.07689 0.76300 0.32
N 1.16266 -1.24764 0.61818 -0.25
O 2.20911 1.79217 -0.70278 -0.61
```

- LUMO level (alpha / beta): -0.04356 / -0.04358 Eh
- SMILES: O=C[C@@H]1N=NC(Cl)=[N+]1[O-]
- Energy above the lowest of the compared OMol25 structures with the same formula, charge and spin: 85.5 kcal/mol
- Orbital gap (alpha / beta): 8.157 / 8.158 eV
- Total energy: -24226.6673 eV

---

# 3
Computed, not measured: a cluster of 2 separate species, C6H8O6 in total at a distorted geometry, with ωB97M-V/def2-TZVPD.

```
20
Properties=species:S:1:pos:R:3:mulliken_charge:R:1
H -19.51642 14.91139 -11.87249 0.28
O -20.88500 15.30658 -10.37404 -0.33
C -19.13636 14.57888 -6.36884 -0.10
H -18.71843 14.92951 -7.31981 0.03
H -20.21366 14.54541 -6.52412 0.33
C -19.14727 16.73087 -10.73509 -0.31
C -20.05868 15.74666 -11.44548 -0.29
C -20.88190 16.24188 -9.38735 0.68
H -18.20218 16.24395 -10.47181 0.25
C -18.55252 13.21779 -5.98059 -0.27
H -18.23919 12.73991 -6.90754 0.28
C -17.60813 14.83912 -4.71735 0.63
O -21.59520 16.20118 -8.45964 -0.49
H -19.27792 12.59046 -5.46563 0.26
H -18.83825 17.57966 -11.34351 0.30
O -18.61487 15.46597 -5.38812 -0.35
O -19.88215 17.12552 -9.60358 -0.32
O -17.45589 13.58129 -5.17566 -0.32
H -20.67631 16.25805 -12.18481 0.26
O -16.94519 15.33600 -3.86801 -0.51
```

- LUMO level: 0.01354 Eh
- SMILES: O=C1OCCO1.O=C1OCCO1
- Energy above the lowest of the compared OMol25 structures with the same formula, charge and spin: 6.1 kcal/mol
- Orbital gap: 11.427 eV
- Total energy: -18636.4756 eV

---

# 4
Computed, not measured: the molecule C24H25F3N2OS at a distorted geometry, with ωB97M-V/def2-TZVPD.

```
56
Properties=species:S:1:pos:R:3:mulliken_charge:R:1
C 4.10321 -1.46908 -1.17188 0.22
C -1.97723 -0.12035 2.67093 0.94
H 7.49569 -1.09221 -3.45844 0.32
H 2.08498 -3.92230 -3.41679 0.39
H -0.17206 -2.16614 2.63498 0.42
H 2.56496 -6.56860 -1.86430 0.44
H 3.11886 0.74610 -0.17752 0.63
C 3.31629 -4.57182 -1.76527 1.66
C 6.93796 3.31034 0.14686 -0.77
H 4.24848 -4.93788 0.15529 0.37
F -2.55576 -0.13392 1.42358 -0.25
C 4.91204 1.99308 -0.03807 0.31
H 1.89952 -2.95390 -1.92668 0.30
C 3.42304 -6.00598 -2.25939 -2.27
H 4.33372 -6.50466 -1.89807 0.47
C 3.30958 -4.53544 -0.24537 -1.42
C 1.65731 -1.10064 2.27495 0.01
F -2.41169 -1.24780 3.30906 -0.27
C 5.45970 -4.31801 -3.10976 -0.17
C 6.80652 -1.03782 -2.60392 -0.93
H 4.42668 5.13842 -1.26771 0.37
H 5.88517 -0.60590 -0.29008 0.31
N 6.03555 -2.27106 -2.58347 0.07
C 6.26594 2.08432 0.27739 -0.24
H 3.26784 2.92931 -1.04835 0.38
C 4.82754 -0.47595 -0.47870 -1.15
H 7.41829 -0.92735 -1.69670 0.33
H 3.36605 -6.06106 -3.35657 0.48
H -0.46842 2.10898 2.67553 0.43
H 2.48617 -5.16600 0.11311 0.46
H 5.39044 -5.30656 -3.52738 0.46
N 4.50430 -3.79014 -2.26220 0.35
C -0.47288 -0.03541 2.58975 0.12
H 7.98441 3.39144 0.44937 0.36
C 0.29209 -1.19520 2.51470 -0.92
C 2.04486 -3.96108 -2.32238 -1.48
H 6.14627 -0.16573 -2.71358 0.42
O 2.83408 -1.43867 -1.18733 -0.90
C 4.28095 3.07109 -0.66805 -0.35
C 6.42306 -3.39192 -3.28982 -0.89
H 2.27422 -1.99259 2.18776 0.32
C 1.49620 1.31275 2.31485 -0.16
C 6.26599 4.42545 -0.36693 -0.36
H 1.98169 2.28465 2.27791 0.44
C 4.15994 0.66872 0.15131 0.69
C 0.12915 1.21571 2.54253 -0.77
F -2.52203 0.94668 3.33319 -0.27
H 6.75863 5.39931 -0.39837 0.37
H 6.81134 1.19653 0.60529 0.33
H 3.14506 -3.51870 0.12192 0.14
C 2.27503 0.15429 2.14648 0.02
C 4.94584 4.29441 -0.81077 -0.63
C 4.86703 -2.51690 -1.92748 0.29
S 4.02713 0.25508 1.95407 -0.23
H 7.32332 -3.42861 -3.88211 0.41
H 1.19399 -4.58678 -2.02287 0.44
```

- LUMO level: 0.01377 Eh
- Orbital gap: 7.028 eV
- Total energy: -49308.5789 eV

---

# 5
Computed, not measured: a structure of composition C7H7N2O6Pt at a distorted geometry, with ωB97M-V/def2-TZVPD.

```
23
Properties=species:S:1:pos:R:3:lowdin_spin:R:1
C -3.72779 3.61131 -2.13323 0.39
C 0.58558 1.48462 0.32526 0.19
N 1.11273 -2.36336 1.69350 0.55
C 1.28556 -1.15830 1.12145 0.04
H -0.03695 -3.79181 2.63749 0.00
O -3.01929 0.00685 -0.05385 0.05
O 1.19866 2.01399 1.14912 0.02
C -0.19167 -2.88803 2.04466 0.11
C -2.13774 0.55036 -0.55994 0.18
O 1.00115 3.47987 -3.14227 0.06
H 2.73855 0.10614 0.41283 0.01
N 2.55721 -0.79905 0.82236 0.19
O -4.63104 4.29159 -2.30313 0.05
C 0.08683 -0.21985 -2.27780 0.19
H -0.78188 -2.17520 2.63285 0.04
H 3.31994 -1.42572 1.03377 0.00
H 1.94967 -2.88163 1.94222 0.01
Pt -0.57198 1.42658 -1.38112 1.16
H -1.17118 2.81114 -0.73313 0.43
O 0.29178 -0.40643 0.86030 0.07
O 0.48623 -1.21004 -2.71351 0.03
H -0.76952 -3.15613 1.15139 0.05
C 0.42513 2.69312 -2.52921 0.18
```

- LUMO level (alpha / beta): -0.40340 / -0.64789 Eh
- Charge: +3
- Multiplicity: 5
- Energy above the lowest of the compared OMol25 structures with the same formula, charge and spin: 22.1 kcal/mol
- Orbital gap (alpha / beta): 6.314 / 4.881 eV
- Total energy: -25842.6673 eV

---

# 6
Computed, not measured: the molecule C5H6O2, with ωB97M-V/def2-TZVPD.

```
13
Properties=species:S:1:pos:R:3:mulliken_charge:R:1
C -0.49027 0.11139 0.96672 -0.09
C -1.19856 0.98274 0.51203 0.36
C 1.32402 -1.01838 -0.11609 -0.59
C 0.53019 -0.90487 1.20160 -0.37
O 0.51835 -1.48616 -1.17017 -0.50
O -2.04897 1.89103 -1.44997 -0.43
H 1.75359 -0.02991 -0.33902 0.31
H 2.14728 -1.72768 0.00138 0.33
H -2.10953 2.94238 0.27912 0.29
H 1.18042 -0.62021 2.03718 0.29
H 0.08069 -1.87453 1.43555 0.25
C -1.85287 2.01601 -0.26424 -0.20
H -0.14839 -0.80614 -1.35031 0.33
```

- LUMO level: 0.00261 Eh
- SMILES: O=CC#CCCO
- Energy above the lowest of the compared OMol25 structures with the same formula, charge and spin: 56.1 kcal/mol
- Orbital gap: 10.471 eV
- Total energy: -9374.6637 eV

---

# 7
Computed, not measured: the molecule C2H7N3OS at a distorted geometry, with ωB97M-V/def2-TZVPD.

```
14
Properties=species:S:1:pos:R:3:mulliken_charge:R:1
N -1.33559 -1.02097 0.84844 -0.72
H -1.44781 1.51692 -2.20879 0.26
N -0.35962 0.38389 -0.68329 -0.03
S 1.08381 1.12415 -1.21870 -0.23
H -2.32257 -0.91837 0.73753 0.20
H 1.56342 -0.09920 -1.89896 0.18
N 0.87338 -1.02059 0.74706 -0.32
C -1.70807 0.99901 -1.12193 -0.71
H 2.02755 -0.66384 0.51628 0.30
H -0.23790 -1.82176 2.27981 0.38
O 0.75048 -1.29069 2.41866 -0.51
H -2.25427 1.85008 -0.40739 0.25
H -2.55465 0.08217 -1.04248 0.26
C -0.35288 -0.33289 0.42001 0.70
```

- LUMO level: 0.01214 Eh
- SMILES: [H]/N=C(/NO)N(C)S
- Energy above the lowest of the compared OMol25 structures with the same formula, charge and spin: 134.7 kcal/mol
- Orbital gap: 9.318 eV
- Total energy: -19533.9975 eV

---

# 8
Computed, not measured: the molecule C4H8N2O2 at a distorted geometry, with ωB97M-V/def2-TZVPD.

```
16
Properties=species:S:1:pos:R:3:mulliken_charge:R:1
N 1.27763 1.20046 -0.78527 -0.71
H 0.87806 1.64826 -1.61389 0.24
H -1.32631 -1.33708 -1.11493 0.37
N 0.54133 0.00470 -0.55099 0.31
H -1.09406 -1.22106 2.22819 0.27
C -0.57686 -1.23586 1.27222 -0.93
H 2.20024 0.89289 -1.11264 0.29
C -0.26983 -0.08982 0.64431 0.56
H -1.09496 1.90643 0.64846 0.29
H -1.19090 1.09347 2.21615 0.38
O -0.55800 -1.76742 -1.52654 -0.50
C -0.56700 1.22702 1.32559 -1.19
H 0.35748 1.70863 1.66147 0.30
H -0.34598 -2.21968 0.87930 0.34
C 0.49354 -0.89916 -1.61441 0.56
O 1.27562 -0.91177 -2.55702 -0.58
```

- LUMO level: 0.02300 Eh
- SMILES: C=C(C)N(N)C(=O)O
- Energy above the lowest of the compared OMol25 structures with the same formula, charge and spin: 51.1 kcal/mol
- Orbital gap: 9.749 eV
- Total energy: -11351.8976 eV